1.
Below is a structure of composition C28H36N3NiO3PSb in a non-equilibrium geometry, with properties calculated with ωB97M-V with the def2-TZVPD basis set.

Geometry as XYZ:
```
73
C28H36N3NiO3PSb ωB97M-V with the def2-TZVPD basis set
Ni 0.761 0.638 -0.550
C -1.106 2.387 2.916
C -0.247 3.007 1.811
C 0.251 4.396 2.203
C -0.962 3.060 0.447
C -2.461 3.412 0.481
O -3.126 2.214 0.000
C -2.170 1.366 -0.392
N -0.959 1.743 -0.239
C -2.637 0.116 -1.028
C -3.867 0.165 -1.680
C -4.361 -0.949 -2.341
C -3.631 -2.125 -2.335
C -2.416 -2.187 -1.661
C -1.897 -1.079 -1.002
P -0.329 -1.208 -0.032
C 0.327 -2.848 -0.454
C 1.240 -2.970 -1.664
C 1.601 -4.391 -1.981
C 1.349 -5.416 -1.139
C 0.660 -5.196 0.080
C 0.144 -3.923 0.377
C -0.958 -1.392 1.667
C -0.106 -1.045 2.713
C -0.501 -1.220 4.032
C -1.762 -1.724 4.313
C -2.626 -2.058 3.276
C -2.228 -1.894 1.956
H -0.475 2.065 3.745
H -1.662 1.511 2.568
H -1.817 3.113 3.319
H 0.619 2.366 1.658
H -0.587 5.093 2.307
H 0.946 4.797 1.459
H 0.770 4.358 3.162
H -0.424 3.767 -0.189
H -2.728 4.231 -0.183
H -2.839 3.621 1.475
H -4.435 1.087 -1.670
H -5.316 -0.897 -2.849
H -4.010 -3.004 -2.842
H -1.871 -3.122 -1.631
H 2.185 -2.475 -1.377
H 2.117 -4.564 -2.921
H 1.660 -6.420 -1.400
H 0.486 -6.018 0.762
H -0.433 -3.804 1.285
H 0.873 -0.637 2.484
H 0.169 -0.952 4.841
H -2.076 -1.854 5.342
H -3.612 -2.449 3.495
H -2.905 -2.160 1.154
N 0.873 1.722 -2.613
N 1.679 2.852 -2.420
C 2.284 3.128 -1.204
O 2.770 4.207 -0.990
O 2.296 2.107 -0.318
H 1.206 1.211 -3.420
H -0.082 2.002 -2.790
H 1.564 3.648 -3.027
C 4.512 0.508 1.013
Sb 3.420 0.385 -0.807
C 0.763 -2.252 -2.939
C 4.829 1.504 -1.956
H 5.482 0.028 0.869
H 3.978 0.016 1.823
H 4.648 1.565 1.234
H 1.574 -2.209 -3.667
H 0.441 -1.234 -2.726
H -0.076 -2.782 -3.393
H 5.665 0.847 -2.210
H 5.184 2.340 -1.352
H 4.373 1.874 -2.873
```

HOMO-LUMO gap (alpha / beta): 4.02 / 4.01 eV
HOMO energy (alpha / beta): -8.47 / -8.45 eV
net charge: +1
E_LUMO (alpha / beta): -4.44 / -4.44 eV

Mulliken atomic charge list, values in e, 4 entries: atom 1 (Ni): 0.445, atom 2 (C): -1.667, atom 3 (C): 1.266, atom 4 (C): -1.724

2.
Below is a structure of composition C9H23CaINO3 in a non-equilibrium geometry, with properties calculated with ωB97M-V with the def2-TZVPD basis set.

Geometry as XYZ:
```
38
C9H23CaINO3 ωB97M-V with the def2-TZVPD basis set
Ca 1.588 -1.115 1.800
I -0.267 -2.588 0.206
C 0.786 -0.155 4.969
O 0.161 -0.342 3.684
C -0.968 0.465 3.457
C -1.170 0.696 1.947
N 0.106 0.946 1.263
C 0.782 2.195 1.766
C 0.354 3.417 0.955
O 0.629 3.041 -0.405
C 0.676 4.160 -1.280
H 1.659 -0.804 5.022
H 0.109 -0.401 5.786
H 1.071 0.899 5.014
H -0.931 1.452 3.936
H -1.845 -0.011 3.909
H -2.000 1.386 1.780
H -1.568 -0.260 1.596
H -0.080 1.207 0.294
H 1.818 1.992 1.462
H 0.814 2.340 2.843
H 0.971 4.281 1.202
H -0.725 3.593 0.995
H 1.247 5.058 -1.034
H -0.351 4.408 -1.556
H 1.158 3.826 -2.203
C -1.593 -3.212 -4.376
C -0.239 -3.815 -4.012
C 0.902 -2.802 -3.989
O -0.299 -4.553 -2.797
H -1.630 -2.139 -4.174
H -2.371 -3.750 -3.833
H -1.864 -3.323 -5.427
H -0.024 -4.520 -4.819
H 0.794 -2.053 -4.773
H 1.873 -3.305 -4.041
H 1.065 -2.280 -3.038
H -0.636 -3.935 -2.131
```

HOMO-LUMO gap: 6.91 eV
HOMO energy: -11.59 eV
net charge: +1
E_LUMO: -4.68 eV

Mulliken atomic charge list, values in e, 4 entries: atom 1 (Ca): 1.020, atom 2 (I): -0.300, atom 3 (C): -0.715, atom 4 (O): -0.200

3.
Below is a structure of composition C17H26ClN6O3Ti in a non-equilibrium geometry, with properties calculated with ωB97M-V with the def2-TZVPD basis set.

Geometry as XYZ:
```
54
C17H26ClN6O3Ti ωB97M-V with the def2-TZVPD basis set
Ti -0.618 0.430 0.034
C -4.365 -1.986 -0.585
N -3.269 -2.596 0.152
C -3.536 -3.882 0.767
C -2.106 -1.945 0.298
O -1.853 -0.890 -0.334
C -1.053 -2.454 1.276
O -0.077 -1.425 1.408
C 0.200 -0.914 2.700
C 0.749 0.489 2.475
O 0.627 0.991 1.339
N 1.311 1.159 3.482
C 1.423 0.661 4.839
C 1.771 2.524 3.275
H -5.265 -1.998 0.032
H -4.114 -0.958 -0.825
H -4.559 -2.533 -1.509
H -4.083 -3.774 1.709
H -4.147 -4.474 0.087
H -2.612 -4.426 0.955
H -1.495 -2.720 2.238
H -0.549 -3.336 0.869
H -0.713 -0.862 3.305
H 0.940 -1.543 3.202
H 0.956 -0.314 4.952
H 2.474 0.583 5.124
H 0.938 1.360 5.522
H 1.676 2.792 2.229
H 1.177 3.212 3.881
H 2.817 2.615 3.574
N -4.639 4.794 2.786
C -3.628 4.202 2.127
N -2.735 4.993 1.483
N -3.548 2.903 2.157
C -2.695 2.156 1.540
N -1.977 1.381 1.035
H -4.638 5.785 2.946
H -5.208 4.219 3.382
H -2.983 5.946 1.277
H -2.129 4.543 0.815
Cl 1.092 -0.707 -1.355
C 1.847 0.876 -1.416
C 3.221 0.985 -1.337
C 3.788 2.249 -1.280
C 2.964 3.368 -1.291
C 1.590 3.233 -1.394
C 0.976 1.975 -1.478
C -0.481 1.782 -1.571
H 3.845 0.102 -1.312
H 4.862 2.362 -1.225
H 3.405 4.356 -1.241
H 0.956 4.110 -1.434
H -0.757 1.189 -2.449
H -1.000 2.742 -1.601
```

HOMO-LUMO gap (alpha / beta): 5.08 / 7.26 eV
HOMO energy (alpha / beta): -7.14 / -9.35 eV
net charge: +1
E_LUMO (alpha / beta): -2.06 / -2.09 eV
multiplicity: 3

Mulliken atomic charge list, values in e, 4 entries: atom 1 (Ti): 0.089, atom 2 (C): -1.033, atom 3 (N): 0.105, atom 4 (C): -1.058

- What is the formula in the first record?
  C28H36N3NiO3PSb